This record from OMol25 describes the molecule C19H27FN2O3S. The level of theory is ωB97M-V/def2-TZVPD.

Summary:
calculated total energy = -42817.454 eV
ΔE to the lowest compared entry with this formula, charge and spin = 4.0 kJ/mol
strongest force on any atom = 0.9 eV/Å
lowest unoccupied orbital energy = 0.63 eV
SMILES string = O=C(NC1CCCC1)[C@H]1CC[C@@H](CNS(=O)(=O)c2ccc(F)cc2)CC1

Structure (ORCA input):
```
! RIJCOSX wB97M-V def2-TZVPD def2/J DEFGRID3
* xyz 0 1
O 1.50 -1.31 0.02
C 1.89 -0.18 -0.21
N 1.96 0.32 -1.46
C 1.40 -0.35 -2.61
C 2.45 -0.76 -3.65
C 1.62 -0.94 -4.91
C 0.65 0.24 -4.88
C 0.41 0.53 -3.38
C 2.43 0.75 0.88
C 2.02 0.20 2.25
C 0.51 0.27 2.40
C -0.03 1.70 2.24
C -1.57 1.71 2.37
N -2.36 1.57 1.17
S -2.37 0.24 0.15
O -1.17 0.13 -0.62
O -3.59 0.38 -0.59
C -2.51 -1.15 1.26
C -3.57 -1.18 2.14
C -3.71 -2.26 3.00
C -2.77 -3.28 2.93
F -2.90 -4.33 3.77
C -1.71 -3.26 2.04
C -1.58 -2.18 1.19
C 0.44 2.29 0.91
C 1.96 2.20 0.78
H 2.29 1.26 -1.61
H 0.89 -1.24 -2.22
H 3.17 0.05 -3.78
H 2.99 -1.66 -3.36
H 1.06 -1.88 -4.85
H 2.22 -0.96 -5.82
H -0.28 0.03 -5.41
H 1.11 1.11 -5.35
H 0.59 1.58 -3.16
H -0.61 0.31 -3.08
H 3.53 0.72 0.80
H 2.34 -0.83 2.34
H 2.51 0.79 3.04
H 0.06 -0.36 1.63
H 0.21 -0.12 3.38
H 0.38 2.31 3.05
H -1.88 2.66 2.83
H -1.87 0.91 3.05
H -2.38 2.39 0.59
H -4.27 -0.36 2.14
H -4.52 -2.32 3.71
H -1.01 -4.08 2.02
H -0.77 -2.12 0.48
H 0.00 1.73 0.09
H 0.13 3.33 0.83
H 2.28 2.67 -0.15
H 2.43 2.77 1.60
*
```

---

This record from OMol25 describes the molecule C13H19ClN2O5S. The level of theory is ωB97M-V/def2-TZVPD.

Summary:
calculated total energy = -50363.722 eV
ΔE to the lowest compared entry with this formula, charge and spin = 30.1 kJ/mol
strongest force on any atom = 0.9 eV/Å
lowest unoccupied orbital energy = 0.56 eV
SMILES string = COCCNC(=O)CN(c1cc(Cl)ccc1OC)S(C)(=O)=O

Structure (ORCA input):
```
! RIJCOSX wB97M-V def2-TZVPD def2/J DEFGRID3
* xyz 0 1
C 3.24 -3.41 2.18
O 3.95 -2.52 1.35
C 3.85 -2.78 -0.02
C 2.44 -2.54 -0.60
N 1.96 -1.23 -0.27
C 1.01 -1.02 0.66
O 0.40 -1.92 1.21
C 0.74 0.46 0.97
N -0.26 0.96 0.06
C -1.29 1.79 0.52
C -1.12 2.69 1.56
C -2.17 3.50 1.96
Cl -1.93 4.60 3.27
C -3.38 3.45 1.31
C -3.56 2.56 0.26
C -2.53 1.72 -0.14
O -2.63 0.77 -1.11
C -3.79 0.77 -1.91
S 0.19 1.14 -1.55
C -0.33 -0.40 -2.36
O 1.63 1.18 -1.59
O -0.50 2.25 -2.13
H 3.56 -3.20 3.20
H 2.16 -3.26 2.12
H 3.48 -4.45 1.94
H 4.55 -2.09 -0.49
H 4.15 -3.81 -0.24
H 2.48 -2.67 -1.68
H 1.73 -3.26 -0.18
H 2.38 -0.42 -0.71
H 1.67 1.03 0.89
H 0.35 0.51 1.98
H -0.16 2.76 2.06
H -4.19 4.10 1.61
H -4.52 2.54 -0.24
H -3.64 -0.03 -2.64
H -4.69 0.54 -1.32
H -3.92 1.72 -2.43
H -0.76 -1.05 -1.60
H -1.07 -0.14 -3.10
H 0.54 -0.84 -2.81
*
```

---

This record from OMol25 describes a cluster of 2 separate species, C3H8N2O in total at a distorted geometry. The level of theory is ωB97M-V/def2-TZVPD.

Summary:
calculated total energy = -8265.623 eV
ΔE to the lowest compared entry with this formula, charge and spin = 357.3 kJ/mol
strongest force on any atom = 4.7 eV/Å
lowest unoccupied orbital energy = 0.57 eV
SMILES string = [H]/N=C/N.C=CO

Structure (ORCA input):
```
! RIJCOSX wB97M-V def2-TZVPD def2/J DEFGRID3
* xyz 0 1
H -2.09 -3.35 -1.83
N -1.98 -2.46 -2.35
C -2.09 -1.55 -1.43
N -1.56 -0.27 -1.36
H -2.65 -1.91 -0.47
H -0.81 -0.03 -1.94
H -1.47 -0.03 -0.31
C 1.53 1.91 0.55
C 2.10 1.21 1.51
O 1.46 0.98 2.74
H 1.80 1.77 -0.53
H 0.89 2.75 0.91
H 3.22 0.86 1.45
H 1.65 0.11 3.06
*
```

---

This record from OMol25 describes a structure of composition C20H38ClN4O14P3S3 at a distorted geometry. The level of theory is ωB97M-V/def2-TZVPD.

Summary:
calculated total energy = -128875.625 eV
strongest force on any atom = 6.7 eV/Å
lowest unoccupied orbital energy = -0.92 eV

Structure (ORCA input):
```
! RIJCOSX wB97M-V def2-TZVPD def2/J DEFGRID3
* xyz 0 1
N 4.63 -1.11 2.13
C 4.25 -1.43 0.80
C 4.14 -0.45 -0.12
C 3.73 -0.78 -1.45
N 3.59 0.26 -2.43
C 4.51 1.05 -2.52
S 5.63 2.11 -2.46
C 3.46 -2.06 -1.83
C 2.97 -2.34 -3.23
C 1.45 -2.53 -3.34
C 0.65 -1.47 -2.59
C 0.51 -1.76 -1.08
S -1.14 -2.01 -0.51
O -1.60 -3.32 -0.81
O -1.13 -1.80 0.91
Cl -2.34 -0.56 -1.27
C 3.59 -3.11 -0.89
N 3.35 -4.40 -1.07
S 3.66 -5.12 0.34
N 4.09 -3.86 1.21
C 4.00 -2.79 0.45
H 4.26 -1.85 2.72
H 4.09 -0.30 2.40
H 4.34 0.58 0.15
H 3.32 -1.59 -3.93
H 3.43 -3.27 -3.55
H 1.14 -3.53 -3.06
H 1.20 -2.44 -4.40
H -0.34 -1.42 -3.04
H 1.09 -0.49 -2.78
H 1.11 -2.64 -0.85
H 0.95 -0.93 -0.53
C 3.46 6.11 2.16
O 2.79 5.10 2.91
P 2.00 3.88 2.18
O 3.09 3.14 1.49
O 1.14 4.81 1.15
C 0.67 6.13 1.40
O 0.75 2.82 2.19
C 0.84 1.73 3.13
H 4.43 6.25 2.65
H 3.63 5.80 1.13
H 2.91 7.05 2.21
H 1.15 6.81 0.70
H 0.87 6.47 2.41
H -0.40 6.17 1.21
H 0.91 2.10 4.15
H 1.71 1.11 2.90
H -0.06 1.14 3.04
C -2.22 5.70 -4.89
O -1.77 4.89 -3.80
P -2.80 4.41 -2.64
O -3.75 3.52 -3.35
O -3.45 5.86 -2.29
C -2.79 7.11 -2.39
O -2.96 3.97 -1.06
C -2.36 2.71 -0.69
H -1.77 5.27 -5.78
H -3.30 5.68 -4.98
H -1.85 6.71 -4.78
H -3.30 7.71 -3.15
H -1.74 7.02 -2.67
H -2.88 7.64 -1.45
H -1.28 2.72 -0.89
H -2.82 1.89 -1.25
H -2.52 2.56 0.37
C -1.63 -5.16 2.51
O -2.51 -5.93 3.34
P -3.61 -6.93 2.69
O -2.79 -7.97 2.03
O -4.26 -5.89 1.61
C -4.36 -4.48 1.77
O -5.08 -7.64 2.88
C -5.17 -8.63 3.92
H -0.64 -5.24 2.95
H -1.60 -5.55 1.49
H -1.92 -4.11 2.53
H -3.76 -4.01 0.99
H -4.02 -4.14 2.74
H -5.39 -4.18 1.61
H -4.93 -8.21 4.90
H -4.50 -9.47 3.71
H -6.20 -8.99 3.94
*
```

---

This record from OMol25 describes a structure of composition C39H27Cl2GeN4O8Ti at a distorted geometry. The level of theory is ωB97M-V/def2-TZVPD.

Summary:
calculated total energy = -167901.132 eV
strongest force on any atom = 1.4 eV/Å
lowest unoccupied orbital energy (alpha / beta) = -0.20 / -0.20 eV

Structure (ORCA input):
```
! RIJCOSX wB97M-V def2-TZVPD def2/J DEFGRID3
* xyz 0 2
Ti -1.85 0.10 -0.33
O -3.49 2.05 5.70
C -3.79 1.93 4.39
O -4.72 2.51 3.92
C -2.92 1.04 3.56
C -2.18 -0.07 3.93
Cl -1.94 -0.75 5.46
N -1.68 -0.65 2.83
N -2.06 0.05 1.75
C -2.78 1.07 2.17
C -3.11 2.11 1.09
O -3.35 3.25 1.34
O -2.98 1.58 -0.13
C -0.82 -1.81 2.69
C 0.41 -1.81 3.31
C 1.24 -2.91 3.14
C 0.82 -3.98 2.36
C -0.43 -3.96 1.75
C -1.26 -2.87 1.92
H -2.74 1.49 5.94
H 0.74 -0.95 3.88
H 2.22 -2.91 3.60
H 1.47 -4.84 2.22
H -0.76 -4.79 1.14
H -2.24 -2.84 1.45
O -3.46 -1.52 -6.50
C -3.53 -1.70 -5.16
O -4.19 -2.57 -4.70
C -2.76 -0.74 -4.30
C -2.26 0.51 -4.59
Cl -2.35 1.39 -6.04
N -1.76 1.05 -3.47
N -1.91 0.21 -2.44
C -2.49 -0.87 -2.93
C -2.70 -2.02 -1.94
O -2.82 -3.15 -2.25
O -2.63 -1.55 -0.68
C -1.11 2.35 -3.33
C -0.05 2.63 -4.17
C 0.54 3.88 -4.10
C 0.08 4.81 -3.18
C -0.96 4.49 -2.32
C -1.58 3.25 -2.40
H -2.91 -0.75 -6.73
H 0.32 1.88 -4.87
H 1.36 4.12 -4.76
H 0.55 5.78 -3.12
H -1.32 5.20 -1.59
H -2.42 2.99 -1.76
C 1.79 2.17 -0.95
Ge 0.73 0.66 -0.29
C 1.36 -0.85 -1.42
C 0.79 -2.12 -1.32
C 1.14 -3.16 -2.18
C 2.11 -2.95 -3.15
C 2.70 -1.70 -3.27
C 2.33 -0.66 -2.42
C 1.44 0.59 1.58
C 0.74 1.38 2.46
C 1.13 1.59 3.81
C 2.24 0.97 4.30
C 3.03 0.15 3.44
C 4.22 -0.46 3.93
C 4.99 -1.22 3.11
C 4.61 -1.42 1.76
C 3.47 -0.84 1.27
C 2.64 -0.03 2.09
H 2.82 2.04 -0.63
H 1.41 3.09 -0.51
H 1.76 2.26 -2.03
H 0.05 -2.32 -0.56
H 0.66 -4.12 -2.09
H 2.39 -3.75 -3.82
H 3.47 -1.53 -4.02
H 2.80 0.31 -2.53
H -0.14 1.91 2.11
H 0.54 2.23 4.45
H 2.55 1.11 5.33
H 4.50 -0.31 4.97
H 5.90 -1.68 3.49
H 5.22 -2.03 1.11
H 3.18 -1.02 0.24
*
```

---

This record from OMol25 describes a cluster of 2 separate species, C11H7N3O2S in total at a distorted geometry. The level of theory is ωB97M-V/def2-TZVPD.

Summary:
calculated total energy = -30919.414 eV
ΔE to the lowest compared entry with this formula, charge and spin = 241.7 kJ/mol
strongest force on any atom = 3.5 eV/Å
lowest unoccupied orbital energy = -0.70 eV
SMILES string = O=C1NC(=O)c2cc(N=C=S)ccc21.CC#N

Structure (ORCA input):
```
! RIJCOSX wB97M-V def2-TZVPD def2/J DEFGRID3
* xyz 0 1
O -2.18 -2.00 -1.04
C -1.55 -1.12 -0.53
N -1.64 0.26 -0.94
C -0.92 1.11 -0.04
O -0.87 2.30 0.05
C -0.17 0.13 0.90
C 0.78 0.35 1.96
C 1.30 -0.80 2.72
N 2.25 -0.47 3.81
C 1.53 0.01 4.69
S 0.53 0.59 5.80
C 0.90 -2.18 2.45
C -0.06 -2.42 1.35
C -0.54 -1.27 0.64
H -1.43 0.42 -1.95
H 1.12 1.38 2.20
H 1.28 -3.02 3.06
H -0.43 -3.42 1.06
C 0.50 1.81 -4.37
C -0.94 1.46 -4.34
N -2.06 1.19 -4.33
H 0.65 2.81 -3.98
H 1.07 1.10 -3.76
H 0.87 1.77 -5.40
*
```

---

This record from OMol25 describes the molecule C19H22ClN3O4S at a distorted geometry. The level of theory is ωB97M-V/def2-TZVPD.

Summary:
calculated total energy = -56078.198 eV
ΔE to the lowest compared entry with this formula, charge and spin = 90.7 kJ/mol
strongest force on any atom = 1.0 eV/Å
lowest unoccupied orbital energy = 0.42 eV
SMILES string = COc1ccc(S(=O)(=O)N2CCC(C(=O)NCc3cccnc3)CC2)cc1Cl

Structure (ORCA input):
```
! RIJCOSX wB97M-V def2-TZVPD def2/J DEFGRID3
* xyz 0 1
C 3.18 -3.10 -1.18
O 2.60 -3.36 0.08
C 1.26 -3.33 0.19
C 0.37 -3.25 -0.88
C -1.00 -3.17 -0.66
C -1.48 -3.19 0.63
S -3.22 -2.85 0.93
O -3.98 -3.29 -0.20
O -3.55 -3.34 2.24
N -3.37 -1.19 1.00
C -2.79 -0.50 2.12
C -1.37 -0.02 1.84
C -1.30 0.81 0.55
C 0.17 1.04 0.24
O 0.85 0.21 -0.34
N 0.68 2.20 0.71
C 2.06 2.58 0.51
C 2.18 3.64 -0.56
C 1.81 3.35 -1.87
C 1.90 4.35 -2.83
C 2.35 5.60 -2.43
N 2.70 5.88 -1.19
C 2.61 4.93 -0.28
C -1.96 0.05 -0.61
C -3.35 -0.45 -0.24
C -0.63 -3.33 1.71
C 0.73 -3.41 1.49
Cl 1.82 -3.57 2.81
H 4.25 -3.07 -1.00
H 2.84 -2.14 -1.57
H 2.96 -3.90 -1.89
H 0.74 -3.22 -1.89
H -1.69 -3.11 -1.48
H -3.44 0.36 2.35
H -2.82 -1.19 2.96
H -1.02 0.58 2.69
H -0.70 -0.88 1.74
H -1.82 1.77 0.71
H 0.06 2.88 1.13
H 2.59 1.68 0.20
H 2.48 2.95 1.45
H 1.47 2.36 -2.13
H 1.63 4.16 -3.86
H 2.44 6.42 -3.14
H 2.91 5.21 0.72
H -1.31 -0.79 -0.86
H -2.02 0.70 -1.48
H -4.03 0.40 -0.12
H -3.75 -1.11 -1.01
H -1.04 -3.37 2.71
*
```

---

This record from OMol25 describes a structure of composition C12H20Cl3GeN4Ru at a distorted geometry. The level of theory is ωB97M-V/def2-TZVPD.

Summary:
calculated total energy = -115382.491 eV
ΔE to the lowest compared entry with this formula, charge and spin = 0.0 kJ/mol
strongest force on any atom = 1.1 eV/Å
lowest unoccupied orbital energy (alpha / beta) = -6.63 / -8.56 eV

Structure (ORCA input):
```
! RIJCOSX wB97M-V def2-TZVPD def2/J DEFGRID3
* xyz 2 2
Ru 0.74 -0.31 -0.52
C 0.17 2.49 0.26
C -1.12 1.69 0.29
N -1.09 0.67 -0.79
C -1.18 1.24 -2.17
C -0.28 0.48 -3.15
N 1.05 0.13 -2.57
C 2.10 1.18 -2.63
C 1.77 2.28 -1.64
N 1.28 1.69 -0.35
H 0.45 2.79 1.27
H 0.06 3.41 -0.32
H -1.99 2.34 0.19
H -1.21 1.13 1.22
H -1.88 0.05 -0.64
H -0.93 2.29 -2.13
H -2.21 1.18 -2.53
H -0.17 1.05 -4.08
H -0.76 -0.47 -3.41
H 1.40 -0.66 -3.10
H 2.21 1.59 -3.64
H 3.03 0.69 -2.36
H 0.99 2.92 -2.04
H 2.64 2.91 -1.46
H 2.07 1.67 0.30
N 0.46 -0.90 1.45
C -0.51 -1.72 1.91
C -0.52 -2.19 3.26
C -1.54 -2.99 3.70
C -2.57 -3.36 2.83
C -2.58 -2.91 1.50
C -1.58 -2.10 1.05
H 0.27 -1.89 3.94
H -1.55 -3.33 4.73
H -3.37 -3.99 3.19
H -3.37 -3.23 0.84
H -1.57 -1.78 0.01
Cl 3.02 0.89 2.48
Ge 2.30 -1.02 1.96
Cl 3.09 -2.47 3.24
Cl 2.87 -1.45 -0.13
*
```

---

This record from OMol25 describes a cluster of 3 separate species, C4H13NO3 in total at a distorted geometry. The level of theory is ωB97M-V/def2-TZVPD.

Summary:
calculated total energy = -11991.657 eV
ΔE to the lowest compared entry with this formula, charge and spin = 78.5 kJ/mol
strongest force on any atom = 2.3 eV/Å
lowest unoccupied orbital energy = 0.53 eV
SMILES string = CC(C)C(N)=O.O.O

Structure (ORCA input):
```
! RIJCOSX wB97M-V def2-TZVPD def2/J DEFGRID3
* xyz 0 1
C -0.41 1.02 0.09
C 0.55 -0.12 0.06
C 0.44 -1.00 1.38
C 0.38 -1.05 -1.14
N -0.81 -1.68 -1.25
O 1.29 -1.14 -1.95
H -0.42 1.37 1.13
H -0.04 1.84 -0.51
H -1.45 0.84 -0.16
H 1.62 0.21 0.10
H 0.89 -0.49 2.24
H 0.99 -1.92 1.19
H -0.60 -1.29 1.48
H -1.61 -1.29 -0.76
H -1.04 -2.45 -1.86
O -2.73 0.85 2.03
H -3.02 0.76 2.95
H -1.86 1.23 2.14
O 2.91 1.76 -2.43
H 2.86 0.97 -1.87
H 2.05 1.57 -2.86
*
```

---

This record from OMol25 describes a structure of composition C29H34Br2N9O2Y at a distorted geometry. The level of theory is ωB97M-V/def2-TZVPD.

Summary:
calculated total energy = -189261.270 eV
ΔE to the lowest compared entry with this formula, charge and spin = 21.6 kJ/mol
strongest force on any atom = 3.0 eV/Å
lowest unoccupied orbital energy = -0.81 eV

Structure (ORCA input):
```
! RIJCOSX wB97M-V def2-TZVPD def2/J DEFGRID3
* xyz 0 1
Y -2.42 0.79 0.55
C -0.74 -0.82 -5.06
C -1.82 -0.56 -4.03
C -3.16 -0.96 -4.32
C -4.18 -0.59 -3.43
C -3.86 0.23 -2.30
Br -5.22 1.01 -1.20
N -2.63 0.33 -1.87
C -1.66 -0.02 -2.74
H 0.16 -0.21 -4.87
H -1.19 -0.71 -6.05
H -0.44 -1.90 -5.03
H -3.41 -1.62 -5.11
H -5.20 -0.70 -3.78
H -0.68 0.22 -2.30
C 5.64 0.47 -1.68
C 5.12 1.15 -0.44
C 5.86 0.57 0.84
C 5.46 2.62 -0.50
C 3.64 0.85 -0.23
C 2.82 1.77 0.48
C 1.47 1.49 0.71
Br 0.43 2.74 1.75
C 0.96 0.24 0.36
O -0.36 0.05 0.43
C 1.85 -0.79 -0.12
C 3.11 -0.37 -0.47
C 1.52 -2.30 -0.29
C 1.18 -2.71 -1.74
C 2.81 -3.07 0.14
C 0.38 -2.78 0.57
H 6.66 0.72 -1.93
H 5.00 0.86 -2.53
H 5.60 -0.59 -1.62
H 6.95 0.78 0.81
H 5.71 -0.53 0.93
H 5.48 1.09 1.74
H 6.55 2.77 -0.66
H 5.13 3.21 0.38
H 5.00 3.08 -1.39
H 3.20 2.76 0.70
H 3.73 -1.09 -0.88
H 1.94 -2.52 -2.49
H 0.25 -2.21 -2.07
H 1.02 -3.80 -1.79
H 3.56 -3.17 -0.68
H 2.57 -4.08 0.50
H 3.31 -2.50 0.92
H -0.51 -2.17 0.52
H 0.60 -2.80 1.66
H 0.07 -3.84 0.35
N -5.57 2.69 3.53
C -5.27 2.40 2.26
N -4.16 1.71 2.19
C -3.85 1.45 3.48
N -4.68 2.07 4.33
C -2.74 0.67 3.92
C -2.49 0.53 5.27
N -1.35 0.05 5.68
C -0.48 -0.43 4.83
C -0.78 -0.35 3.45
N -1.95 0.08 2.96
H -6.26 3.37 3.87
H -5.86 2.51 1.37
H -3.14 0.94 6.00
H 0.52 -0.78 5.11
H -0.04 -0.72 2.74
N -3.13 -1.35 0.61
C -3.41 -2.41 0.15
N -3.47 -3.62 -0.20
C -4.48 -4.40 -0.49
N -5.22 -5.26 -0.76
C -1.85 4.11 -0.22
O -2.21 2.77 0.04
H -2.23 4.78 0.60
H -2.38 4.37 -1.17
H -0.77 4.38 -0.27
*
```

---

This record from OMol25 describes a structure of composition HNO6PS at a distorted geometry. The level of theory is ωB97M-V/def2-TZVPD.

Summary:
calculated total energy = -33916.607 eV
ΔE to the lowest compared entry with this formula, charge and spin = 123.5 kJ/mol
strongest force on any atom = 2.7 eV/Å
lowest unoccupied orbital energy = 3.53 eV

Structure (ORCA input):
```
! RIJCOSX wB97M-V def2-TZVPD def2/J DEFGRID3
* xyz -1 1
N -0.68 -1.60 0.69
O 2.29 0.00 -0.26
O 0.67 1.83 0.32
O -1.68 0.82 0.59
O -2.85 -1.04 -0.46
O 0.39 -0.79 0.98
O 0.07 0.06 -1.42
P 0.78 0.44 -0.13
S -1.72 -0.54 0.21
H 2.72 0.82 -0.52
*
```